# 1
Molecular formula: C9H7Cl2N2O
Method: DFT, ωB97M-V/def2-TZVPD

The calculation puts the energy at -39505.1799 eV. The calculation puts the maximum force at 0.130 hartree/bohr. Its HOMO energy (spin up / spin down) is -11.634 / -12.613 eV. As for the total charge: +1.

Structure (XYZ):
```
21
Properties=species:S:1:pos:R:3:nbo_charge:R:1
C 1.36 2.81 -0.97 -0.113
C 1.75 1.65 -1.63 -0.224
C -0.24 1.61 0.37 -0.247
C -0.13 0.51 -0.48 0.115
C 0.40 2.75 0.12 -0.047
C 0.86 0.53 -1.54 0.019
C -1.58 -2.34 1.22 0.100
C -0.36 -3.02 1.24 -0.167
C -1.78 -1.01 0.65 -0.353
N -0.79 -0.57 -0.21 -0.354
N 0.61 -2.45 0.65 0.303
O 1.63 -2.68 0.10 -0.101
Cl 0.42 4.10 1.10 0.101
Cl 1.20 -0.80 -2.54 0.122
H 1.94 3.63 -1.24 0.239
H 2.61 1.74 -2.35 0.261
H -0.85 1.65 1.20 0.226
H -2.46 -2.82 1.60 0.251
H -0.07 -3.99 1.59 0.268
H -2.48 -1.10 -0.25 0.337
H -2.06 -0.21 1.36 0.266
```

---

# 2
Molecular formula: C9H7Cl2N7O2
Method: DFT, ωB97M-V/def2-TZVPD

The SMILES is Nn1cnnc1N/N=C/c1cc([N+](=O)[O-])c(Cl)cc1Cl. The calculation puts the energy at -49010.3583 eV. The calculation puts the maximum force at 0.103 hartree/bohr. Its HOMO energy is -7.975 eV.

Structure (XYZ):
```
27
Properties=species:S:1:pos:R:3:nbo_charge:R:1
N 2.97 -0.40 -0.56 -0.624
N 3.20 -1.56 0.29 -0.199
C 4.27 -2.32 0.36 0.107
N 4.19 -3.35 1.27 -0.241
N 3.02 -3.23 1.80 -0.284
C 2.38 -2.11 1.25 0.386
N 1.07 -1.74 1.55 -0.366
N 0.42 -0.78 0.96 -0.201
C -0.89 -0.45 1.36 -0.074
C -1.68 0.47 0.51 -0.108
C -1.13 0.97 -0.68 -0.132
C -1.87 1.78 -1.59 -0.001
N -1.27 2.16 -2.82 0.501
O -0.18 1.65 -3.13 -0.384
O -1.83 2.98 -3.56 -0.347
C -3.18 2.19 -1.20 0.006
Cl -4.28 3.17 -2.18 0.063
C -3.65 1.76 0.08 -0.235
C -2.95 0.89 0.95 0.004
Cl -3.65 0.43 2.46 0.054
H 1.99 -0.24 -0.75 0.396
H 3.39 0.45 -0.13 0.376
H 5.14 -2.18 -0.27 0.211
H 0.63 -2.29 2.31 0.393
H -1.30 -0.88 2.28 0.198
H -0.13 0.64 -0.97 0.255
H -4.66 1.99 0.39 0.244
```

---

# 3
Molecular formula: C9H7ClN4O3S
Method: DFT, ωB97M-V/def2-TZVPD

The SMILES is O=C(Cn1cnnn1)OCC(=O)c1ccc(Cl)s1. The calculation puts the energy at -44905.4389 eV. The calculation puts the maximum force at 0.028 hartree/bohr. Its HOMO energy is -9.620 eV.

Structure (XYZ):
```
25
Properties=species:S:1:pos:R:3:nbo_charge:R:1
O -1.70 1.01 1.13 -0.559
C -1.52 -0.02 0.53 0.795
C -2.13 -0.35 -0.83 -0.329
N -2.77 0.79 -1.40 -0.199
C -2.29 2.02 -1.66 0.163
N -3.26 2.74 -2.17 -0.289
N -4.32 1.94 -2.22 -0.059
N -4.06 0.79 -1.77 -0.059
O -0.76 -1.03 0.95 -0.512
C -0.14 -0.91 2.22 -0.187
C 1.38 -1.03 2.21 0.528
O 1.95 -1.32 3.24 -0.522
C 2.10 -0.74 0.99 -0.353
C 3.48 -0.74 0.90 -0.147
C 3.96 -0.41 -0.38 -0.282
C 2.95 -0.17 -1.26 -0.239
Cl 3.11 0.26 -2.90 0.076
S 1.38 -0.34 -0.54 0.468
H -1.34 -0.74 -1.48 0.243
H -2.89 -1.13 -0.70 0.271
H -1.29 2.34 -1.48 0.221
H -0.40 0.06 2.66 0.249
H -0.54 -1.70 2.87 0.228
H 4.10 -0.96 1.74 0.251
H 5.00 -0.35 -0.64 0.242
```

---

# 4
Molecular formula: C9H7MnN2O5
Method: DFT, ωB97M-V/def2-TZVPD

The calculation puts the energy at -53967.8681 eV. The calculation puts the maximum force at 0.153 hartree/bohr. Its HOMO energy (spin up / spin down) is -9.064 / -12.266 eV. Its relative energy (zero: lowest compared OMol25 entry of this formula, charge and spin) is 4.419 eV. As for the total charge: +1. As for the multiplicity: 6.

Structure (XYZ):
```
24
Properties=species:S:1:pos:R:3:nbo_charge:R:1
O -0.86 3.67 0.17 -0.476
C -0.19 2.76 -0.02 0.480
Mn 0.03 -0.28 -0.21 -0.017
C 0.26 -2.09 -0.57 0.348
O 0.47 -3.26 -0.52 -0.439
C -0.09 -0.92 -1.77 0.451
O -0.09 -1.21 -2.93 -0.454
C 1.82 0.14 -0.13 0.571
O 2.90 0.40 0.26 -0.455
C -1.82 -0.10 -0.16 0.459
O -2.98 -0.08 -0.13 -0.440
H 0.02 1.20 -1.23 -0.049
C 1.22 1.98 2.82 -0.714
C 0.46 0.73 2.90 0.596
N -0.06 -0.08 1.96 -0.517
C -0.77 -1.07 2.62 0.133
C -0.66 -0.92 3.96 0.163
N 0.11 0.24 4.11 -0.523
H 0.54 2.85 2.87 0.306
H 1.88 2.02 3.70 0.266
H 1.83 2.02 1.91 0.298
H -1.32 -1.84 2.07 0.282
H -1.03 -1.50 4.76 0.268
H 0.38 0.66 5.00 0.463
```

---

# 5
Molecular formula: C9H7N
Method: DFT, ωB97M-V/def2-TZVPD

The SMILES is c1ccc2ncccc2c1. The calculation puts the energy at -10935.4353 eV. The calculation puts the maximum force at 0.107 hartree/bohr. Its HOMO energy is -8.823 eV. Its relative energy (zero: lowest compared OMol25 entry of this formula, charge and spin) is 0.000 eV.

Structure (XYZ):
```
17
Properties=species:S:1:pos:R:3:nbo_charge:R:1
C -2.24 0.54 0.13 -0.197
C -2.39 -0.84 -0.02 -0.211
C -1.15 -1.43 -0.16 -0.166
C 0.10 -0.88 -0.02 0.123
N 1.19 -1.57 0.11 -0.406
C 2.35 -0.86 0.15 0.055
C 2.47 0.54 -0.09 -0.265
C 1.26 1.21 -0.10 -0.135
C 0.04 0.54 0.00 -0.065
C -1.17 1.29 0.04 -0.210
H -3.13 1.15 0.23 0.201
H -3.33 -1.34 -0.14 0.232
H -0.99 -2.47 -0.22 0.212
H 3.30 -1.43 0.19 0.191
H 3.43 0.95 -0.15 0.222
H 1.27 2.26 -0.10 0.201
H -1.01 2.34 0.16 0.220
```

---

# 6
Molecular formula: C9H7N2O5Pt
Method: DFT, ωB97M-V/def2-TZVPD

The calculation puts the energy at -25899.5585 eV. The calculation puts the maximum force at 0.152 hartree/bohr. Its HOMO energy (spin up / spin down) is -10.016 / -13.105 eV. Its relative energy (zero: lowest compared OMol25 entry of this formula, charge and spin) is 1.473 eV. As for the total charge: +1. As for the multiplicity: 3.

Structure (XYZ):
```
24
Properties=species:S:1:pos:R:3:nbo_charge:R:1
O 2.51 -2.13 -2.65 -0.423
C 1.98 -1.87 -1.66 0.289
Pt -0.29 0.23 0.10 0.649
C -1.40 1.23 1.30 0.379
O -2.10 1.85 2.00 -0.386
C -1.81 2.88 -1.25 0.478
O -1.86 3.24 -2.33 -0.455
C -1.49 -1.17 -0.31 0.471
O -2.16 -2.12 -0.40 -0.375
C 1.34 1.21 0.38 0.463
O 2.35 1.68 0.72 -0.373
H 1.04 -1.22 -1.03 0.059
C 2.50 -3.78 2.74 -0.411
N 1.58 -2.66 2.57 -0.297
C 0.81 -2.04 3.55 -0.038
C 0.10 -1.03 2.93 -0.089
N 0.48 -1.07 1.60 -0.560
C 1.36 -2.03 1.40 0.191
H 3.28 -3.51 3.46 0.234
H 1.94 -4.65 3.11 0.234
H 2.96 -4.02 1.77 0.236
H 0.80 -2.35 4.57 0.250
H -0.61 -0.32 3.32 0.241
H 1.86 -2.33 0.49 0.234
```